Record 1
{"formula": "C3H8ClN2", "method": "wB97M-V/def2-TZVPD", "multiplicity": 1, "total_charge": 1, "e_tot_ha": -688.4865, "gap_ev": 10.5, "lumo_energy_ev": -4.14, "elements": ["C", "C", "C", "N", "N", "Cl", "H", "H", "H", "H", "H", "H", "H", "H"], "coordinates": [[-1.9000, 0.6152, -0.1356], [0.0952, 1.8603, 0.0261], [1.2899, -2.2396, -0.2555], [-0.6524, 0.6394, 0.0444], [1.0685, -1.3947, 0.6399], [-2.7836, -0.7933, -0.0325], [0.6209, 1.8377, -0.8971], [-0.5310, 2.6764, -0.0878], [0.5253, 1.7769, 1.0314], [0.5528, -2.4144, -1.0878], [2.3552, -2.7544, -0.3124], [-2.3630, 1.4842, -0.3840], [0.0442, -0.2973, 0.1331], [1.6782, -0.9964, 1.3179]], "forces_ev_per_angstrom": [[1.418, -2.379, 0.517], [0.091, -1.315, 0.848], [3.138, -1.186, -0.657], [0.269, -1.981, -0.825], [-2.573, 1.622, -1.326], [-0.347, -0.354, -0.088], [1.741, 0.045, -0.144], [-1.393, 1.744, 0.345], [1.093, 1.073, -0.718], [0.643, -0.031, 1.070], [-2.347, 0.619, -0.080], [-1.781, 2.435, -0.440], [-1.195, 0.549, 1.011], [1.243, -0.839, 0.486]]}


Record 2
{"formula": "C3H8ClNS", "method": "wB97M-V/def2-TZVPD", "multiplicity": 1, "smiles": "CN[C@](C)(S)Cl", "e_tot_ha": -1032.1952, "gap_ev": 10.1, "lumo_energy_ev": 0.62, "elements": ["C", "N", "C", "C", "S", "Cl", "H", "H", "H", "H", "H", "H", "H", "H"], "coordinates": [[1.3495, 0.8062, -0.9923], [0.3636, -0.2265, -0.9648], [-0.4472, -0.3895, 0.1401], [0.0380, -0.5993, 1.5139], [-1.7789, -1.6087, -0.3023], [-1.5616, 1.4155, 0.1963], [1.2599, 1.5630, -0.1596], [2.2955, 0.3765, -0.8138], [1.2588, 1.1704, -2.0491], [-0.2401, -0.2132, -1.7878], [-0.8038, -0.2526, 2.1534], [0.3052, -1.5518, 1.6526], [0.7376, 0.1517, 1.9470], [-2.7765, -0.6417, -0.5335]], "forces_ev_per_angstrom": [[-0.153, 1.191, -0.269], [-1.471, -0.822, 0.789], [-1.423, 0.615, -1.998], [-1.375, 5.450, 1.339], [-0.759, 1.202, -0.046], [0.422, -0.488, 0.368], [-0.540, -0.364, -1.262], [1.401, -0.500, -0.204], [0.669, 0.506, 1.295], [0.434, -0.219, 0.325], [0.091, -1.194, -0.309], [1.096, -3.621, 0.779], [0.445, -0.653, -1.123], [1.163, -1.101, 0.314]]}


Record 3
{"formula": "C3H8ClNS", "method": "wB97M-V/def2-TZVPD", "multiplicity": 1, "e_tot_ha": -1032.0864, "gap_ev": 7.5, "lumo_energy_ev": -0.41, "elements": ["C", "C", "C", "N", "S", "Cl", "H", "H", "H", "H", "H", "H", "H", "H"], "coordinates": [[0.5582, 0.8521, -0.9150], [1.0614, -0.8706, 1.0219], [-2.2271, 0.4790, -0.4599], [1.0368, 0.5475, 0.4028], [-2.2531, -1.2582, -0.2413], [-2.7943, 1.2249, 0.9548], [-0.5320, 0.6815, -1.0521], [0.7027, 1.9901, -1.0107], [1.1009, 0.3293, -1.7394], [0.5727, -0.8983, 1.9965], [0.6849, -1.5945, 0.2484], [2.0996, -1.1377, 1.3654], [1.6672, 1.1570, 0.8607], [-1.6780, -1.5021, -1.4321]], "forces_ev_per_angstrom": [[0.817, 1.428, -0.230], [1.190, 1.576, -1.133], [-0.885, -1.321, -0.235], [-0.742, -2.789, 1.561], [-0.002, 1.025, -0.034], [-0.047, 0.114, 0.405], [0.909, 0.176, 0.044], [-0.217, -1.674, -0.266], [-0.176, 0.321, 0.320], [-0.944, -0.047, -0.436], [0.320, 0.586, 1.132], [-0.536, 0.114, -1.024], [0.430, 0.527, -0.105], [-0.115, -0.034, 0.001]]}